1.
Entry from the Open Molecules 2025 dataset: C50H40Cl4N5O4SSbSiTi as an isolated structure (ωB97M-V/def2-TZVPD).

The orbital gap (alpha / beta) is 3.8 / 3.9 eV. Its lowest unoccupied orbital energy (alpha / beta) is 3.9 / 3.9 eV. As for the highest occupied orbital energy (alpha / beta): 0.115 / -0.052 eV. As for the energy relative to the best compared isomer or geometry (same formula, charge and spin): 0.7584 eV. For the total energy, the calculation gives -166596.6588 eV.

```
! wB97M-V def2-TZVPD RIJCOSX def2/J DEFGRID3
* xyz -2 3
Ti 0.301 0.405 -0.067
N 2.516 3.480 1.355
C 2.090 3.730 2.638
C 2.987 4.159 3.625
C 2.556 4.427 4.913
C 1.217 4.282 5.253
C 0.309 3.887 4.279
C 0.727 3.624 2.984
S -0.392 3.210 1.694
N 0.598 2.111 0.844
C 1.836 2.585 0.482
C 2.361 2.138 -0.703
C 3.636 2.514 -1.262
C 4.043 2.000 -2.446
C 3.199 1.074 -3.139
C 2.007 0.720 -2.568
N 1.549 1.197 -1.399
H 3.517 3.499 1.240
H 4.033 4.292 3.365
H 3.274 4.741 5.662
H 0.883 4.467 6.267
H -0.744 3.786 4.512
H 4.249 3.225 -0.719
H 5.001 2.278 -2.871
H 3.504 0.646 -4.084
H 1.369 -0.009 -3.060
O -0.035 -1.097 -1.031
N 1.052 -1.880 -1.221
N 2.044 -1.505 -0.410
O 1.830 -0.566 0.555
C 3.226 -2.183 -0.458
C 4.266 -1.877 0.439
C 5.451 -2.583 0.394
C 5.644 -3.605 -0.534
C 4.613 -3.912 -1.421
C 3.419 -3.225 -1.397
H 4.105 -1.088 1.160
H 6.241 -2.351 1.099
H 6.581 -4.147 -0.569
H 4.751 -4.717 -2.134
H 2.608 -3.463 -2.069
Cl -6.038 1.720 2.024
C -4.370 1.278 2.076
C -3.760 0.998 3.285
Cl -4.656 1.102 4.761
C -2.428 0.568 3.320
Cl -1.559 0.691 4.811
C -1.738 0.379 2.127
O -0.500 -0.223 2.047
C -2.296 0.779 0.899
O -1.571 0.745 -0.183
C -3.640 1.211 0.890
Cl -4.332 1.707 -0.607
C -6.364 -1.899 -5.669
C -5.176 -2.617 -5.690
C -4.150 -2.297 -4.811
C -4.269 -1.243 -3.905
C -5.473 -0.537 -3.897
C -6.509 -0.858 -4.762
Sb -2.756 -0.774 -2.362
C -1.516 -2.423 -3.046
C -1.581 -3.612 -2.328
C -0.823 -4.713 -2.701
C 0.007 -4.641 -3.810
C 0.092 -3.453 -4.520
C -0.655 -2.348 -4.133
C -1.876 0.724 -3.669
C -1.122 1.763 -3.137
C -0.471 2.666 -3.969
C -0.569 2.544 -5.344
C -1.342 1.526 -5.887
C -1.996 0.628 -5.056
H -7.175 -2.158 -6.340
H -5.046 -3.429 -6.397
H -3.232 -2.870 -4.834
H -5.601 0.284 -3.198
H -7.435 -0.295 -4.734
H -2.220 -3.673 -1.452
H -0.870 -5.625 -2.117
H 0.600 -5.498 -4.108
H 0.753 -3.380 -5.376
H -0.559 -1.421 -4.685
H -1.030 1.876 -2.070
H 0.122 3.461 -3.534
H -0.049 3.237 -5.995
H -1.434 1.431 -6.963
H -2.610 -0.151 -5.492
C 0.430 -2.977 1.677
Si -0.034 -1.610 2.894
C 1.427 -1.017 3.929
C -1.488 -2.326 3.862
C -1.373 -2.666 5.212
C -2.426 -3.241 5.903
C -3.624 -3.509 5.256
C -3.761 -3.172 3.913
C -2.709 -2.588 3.231
H 0.270 -3.966 2.113
H 1.481 -2.909 1.398
H -0.157 -2.908 0.758
H 2.088 -1.839 4.212
H 1.105 -0.505 4.836
H 1.993 -0.307 3.325
H -0.439 -2.464 5.726
H -2.316 -3.484 6.954
H -4.446 -3.969 5.790
H -4.699 -3.362 3.405
H -2.836 -2.307 2.190
*
```



2.
Entry from the Open Molecules 2025 dataset: a 2-piece molecular cluster, C11H13N2 overall (ωB97M-V/def2-TZVPD).

The orbital gap (alpha / beta) is 7.1 / 6.3 eV. Its lowest unoccupied orbital energy (alpha / beta) is -2.7 / -6.6 eV. As for the highest occupied orbital energy (alpha / beta): -9.848 / -12.949 eV. As for the energy relative to the best compared isomer or geometry (same formula, charge and spin): 0.7316 eV. For the total energy, the calculation gives -14586.0394 eV.

```
! wB97M-V def2-TZVPD RIJCOSX def2/J DEFGRID3
* xyz 1 3
C 2.189 1.800 1.870
C 2.903 1.783 0.582
C 1.299 0.811 1.962
C 2.628 0.902 -0.436
C 0.919 -0.041 0.892
C 1.739 -0.119 -0.294
C 0.566 -2.218 -1.020
C -1.531 0.788 -1.387
C -2.272 0.022 -0.808
C -0.057 -1.032 1.078
C -3.309 -0.887 -0.495
N 1.353 -0.976 -1.173
N -0.277 -1.940 0.152
H 2.446 2.441 2.711
H 3.785 2.459 0.336
H 0.818 0.670 2.960
H 3.151 1.031 -1.312
H 1.258 -3.073 -0.799
H -0.900 1.597 -1.680
H -0.080 -2.503 -1.870
H -0.720 -1.076 1.931
H -4.315 -0.403 -0.572
H -3.557 -1.785 -1.151
H -3.132 -1.471 0.458
H 1.964 -1.008 -2.097
H -0.918 -2.684 0.496
*
```



3.
Entry from the Open Molecules 2025 dataset: one molecule with the formula C3H5ClO (ωB97M-V/def2-TZVPD).

The orbital gap is 10.8 eV. Its lowest unoccupied orbital energy is 1.0 eV. As for the highest occupied orbital energy: -9.848 eV. As for the energy relative to the best compared isomer or geometry (same formula, charge and spin): 2.9844 eV. Its SMILES is ClC1COC1. For the total energy, the calculation gives -17758.7933 eV.

```
! wB97M-V def2-TZVPD RIJCOSX def2/J DEFGRID3
* xyz 0 1
Cl 0.715 -1.575 -0.523
C 0.592 0.308 -0.231
C -0.208 0.560 1.285
O -1.161 1.326 0.600
C -0.727 1.174 -0.620
H 1.524 0.745 -0.084
H -0.617 -0.376 1.610
H 0.436 1.083 1.983
H -0.598 2.061 -1.132
H -1.548 0.409 -0.894
*
```



4.
Entry from the Open Molecules 2025 dataset: a 6-piece molecular cluster, C2H15O6 overall (ωB97M-V/def2-TZVPD).

The orbital gap is 9.5 eV. Its lowest unoccupied orbital energy is 3.7 eV. As for the highest occupied orbital energy: -5.795 eV. As for the energy relative to the best compared isomer or geometry (same formula, charge and spin): 0.2787 eV. For the total energy, the calculation gives -14604.4865 eV.

```
! wB97M-V def2-TZVPD RIJCOSX def2/J DEFGRID3
* xyz -1 1
C -1.994 -1.430 1.056
O -1.870 -0.896 -0.239
C -0.761 -2.119 1.588
H -2.854 -2.101 0.987
H -2.313 -0.629 1.732
H -0.496 -3.042 1.068
H -0.767 -2.315 2.663
H 0.083 -1.429 1.467
H -1.442 -0.010 -0.284
H -0.765 1.843 -1.719
O -0.252 1.320 -1.090
H 1.142 2.298 -0.529
H 2.458 2.099 -1.225
O 2.080 2.652 -0.536
H 2.372 -1.106 -0.580
H 3.509 -0.237 0.149
O 3.310 -1.082 -0.268
H 0.236 -1.458 -0.969
H 0.566 -0.069 -1.509
O 0.895 -1.010 -1.512
H -1.099 1.689 0.352
H -2.408 2.430 0.853
O -1.686 1.873 1.141
*
```



5.
Entry from the Open Molecules 2025 dataset: C6H8N as an isolated structure (ωB97M-V/def2-TZVPD).

The orbital gap is 7.9 eV. Its lowest unoccupied orbital energy is -6.5 eV. As for the highest occupied orbital energy: -14.407 eV. As for the energy relative to the best compared isomer or geometry (same formula, charge and spin): 7.4656 eV. For the total energy, the calculation gives -7828.2228 eV.

```
! wB97M-V def2-TZVPD RIJCOSX def2/J DEFGRID3
* xyz 1 1
C 1.290 0.856 0.513
C -0.157 1.105 0.354
C 1.174 -1.588 0.279
C -0.668 -0.163 0.143
C -0.019 -1.295 -0.135
C -2.116 -0.077 -0.496
N 1.681 -0.310 -0.271
H 1.898 1.668 0.374
H 1.407 0.520 1.533
H -0.572 1.985 0.809
H 1.692 -2.510 0.044
H -2.107 -0.578 -1.476
H -2.318 1.002 -0.574
H -2.904 -0.552 0.132
H 1.720 -0.062 -1.228
*
```



6.
Entry from the Open Molecules 2025 dataset: an isolated ion of composition C14H20N and charge +1 (ωB97M-V/def2-TZVPD).

The orbital gap is 9.9 eV. Its lowest unoccupied orbital energy is -2.7 eV. As for the highest occupied orbital energy: -12.605 eV. As for the energy relative to the best compared isomer or geometry (same formula, charge and spin): 3.9673 eV. Its SMILES is C=CC(C=C)(c1ccccc1)[N+](C)(C)C. For the total energy, the calculation gives -16322.6105 eV.

```
! wB97M-V def2-TZVPD RIJCOSX def2/J DEFGRID3
* xyz 1 1
C 0.197 -1.819 1.967
C 1.085 -1.175 1.256
C 0.593 -0.507 0.032
C 0.993 -1.257 -1.138
C 0.604 -2.509 -1.379
C -0.934 -0.223 -0.087
C -1.620 0.139 1.109
C -2.992 0.273 1.123
C -3.693 0.360 -0.086
C -3.007 0.157 -1.287
C -1.733 -0.314 -1.332
N 1.323 0.899 -0.089
C 0.967 1.718 1.138
C 2.833 0.796 -0.087
C 0.809 1.586 -1.319
H 0.571 -2.173 2.981
H -0.809 -2.005 1.682
H 2.112 -1.159 1.654
H 1.746 -0.754 -1.814
H 0.970 -3.055 -2.212
H -0.123 -3.026 -0.696
H -1.122 0.316 2.154
H -3.449 0.535 2.034
H -4.630 0.711 -0.230
H -3.463 0.205 -2.244
H -1.355 -0.773 -2.274
H -0.067 1.645 1.290
H 1.445 1.273 1.978
H 1.208 2.712 0.967
H 3.224 1.692 0.440
H 3.064 -0.101 0.408
H 3.259 0.782 -1.125
H -0.200 1.978 -1.106
H 1.531 2.369 -1.671
H 0.662 0.706 -2.036
*
```



7.
Entry from the Open Molecules 2025 dataset: a 2-piece molecular cluster, C4H8N2O2 overall (ωB97M-V/def2-TZVPD).

The orbital gap (alpha / beta) is 5.1 / 7.9 eV. Its lowest unoccupied orbital energy (alpha / beta) is 0.6 / -1.2 eV. As for the highest occupied orbital energy (alpha / beta): -4.467 / -9.061 eV. As for the energy relative to the best compared isomer or geometry (same formula, charge and spin): 2.3033 eV. For the total energy, the calculation gives -11346.5486 eV.

```
! wB97M-V def2-TZVPD RIJCOSX def2/J DEFGRID3
* xyz 0 3
C -0.366 -2.032 -0.807
C -1.163 -1.119 -0.357
C -2.060 -0.165 -0.001
C 1.321 0.537 0.298
N 0.804 1.012 -0.784
N 2.666 0.643 0.712
O -2.043 1.207 -0.196
O -3.118 -0.501 0.810
H 0.520 -2.297 -0.185
H -0.200 -2.384 -1.825
H 0.642 -0.111 0.932
H 1.523 1.537 -1.238
H -1.262 1.522 -0.787
H -3.241 0.395 1.292
H 3.112 1.508 0.451
H 2.866 0.248 1.685
*
```



8.
Entry from the Open Molecules 2025 dataset: a 2-piece molecular cluster, C4H13N2O overall (ωB97M-V/def2-TZVPD).

The orbital gap is 9.1 eV. Its lowest unoccupied orbital energy is -3.1 eV. As for the highest occupied orbital energy: -12.209 eV. As for the energy relative to the best compared isomer or geometry (same formula, charge and spin): 1.6044 eV. For the total energy, the calculation gives -9379.9793 eV.

```
! wB97M-V def2-TZVPD RIJCOSX def2/J DEFGRID3
* xyz 1 1
C 0.226 -0.672 1.311
C 0.660 0.820 1.332
C -0.076 1.641 0.299
C -1.392 1.865 0.427
N 0.669 2.069 -0.748
N -0.477 -1.045 0.007
H 1.079 -1.332 1.410
H -0.470 -0.892 2.105
H 1.722 0.905 1.161
H 0.411 1.196 2.308
H -1.906 1.610 1.348
H -1.976 2.416 -0.287
H 1.297 -3.232 -2.351
H 1.566 1.655 -0.937
H 0.264 2.445 -1.587
H -1.035 -0.191 -0.239
H 0.168 -1.540 -0.619
H -1.092 -1.836 0.196
H -0.090 -3.093 -2.939
O 0.451 -2.788 -2.198
*
```



9.
Entry from the Open Molecules 2025 dataset: a 2-piece molecular cluster, C4H11NO3 overall (ωB97M-V/def2-TZVPD).

The orbital gap is 9.7 eV. Its lowest unoccupied orbital energy is 0.4 eV. As for the highest occupied orbital energy: -9.274 eV. As for the energy relative to the best compared isomer or geometry (same formula, charge and spin): 2.8562 eV. Its SMILES is C[C@@H](C=O)NCO.O. For the total energy, the calculation gives -11957.2533 eV.

```
! wB97M-V def2-TZVPD RIJCOSX def2/J DEFGRID3
* xyz 0 1
C 0.741 1.335 -0.130
C -0.693 1.008 -0.535
C -0.617 0.138 -1.802
O 0.308 0.105 -2.557
N -1.368 0.292 0.578
C -0.767 -1.018 0.820
O -1.723 -1.786 1.615
H 0.935 1.954 0.728
H 1.305 0.421 -0.066
H 1.213 1.996 -0.903
H -1.284 1.856 -0.845
H -1.579 -0.367 -2.019
H -1.644 0.749 1.433
H -0.856 -1.519 -0.162
H 0.196 -1.134 1.340
H -1.613 -1.406 2.486
O 3.317 -0.038 1.019
H 2.499 -0.364 1.438
H 3.443 0.747 1.552
*
```